Record 1
Density functional theory data (wB97M-V/def2-TZVPD) for C44H68IrN4O6P3Se as an isolated structure at a distorted geometry.

## Properties
E_HOMO (spin up / spin down)   -0.569 / -0.561 hartree
Calculated total energy   -161008.892 eV
Energy above the lowest of the compared OMol25 structures with the same formula, charge and spin   0.000 eV
Spin multiplicity   2
Total charge   +3
Expectation value of S²   0.75
Gap between HOMO and LUMO (spin up / spin down)   6.28 / 6.06 eV

Cartesian coordinates (Å):
Ir -0.128 -0.316 1.229
O 3.399 0.564 2.339
C 2.588 1.031 1.589
O 1.773 0.347 0.779
C 2.441 2.522 1.459
C 3.587 3.299 1.345
C 3.470 4.668 1.162
C 2.208 5.252 1.123
C 1.069 4.479 1.279
C 1.180 3.094 1.422
P -0.298 2.101 1.788
C -1.606 2.970 0.881
C -2.841 3.262 1.461
C -3.802 3.954 0.736
C -3.551 4.329 -0.578
C -2.340 3.995 -1.177
C -1.371 3.319 -0.454
C -0.526 2.556 3.534
C -1.019 3.797 3.943
C -1.109 4.086 5.294
C -0.700 3.156 6.243
C -0.186 1.934 5.837
C -0.091 1.641 4.485
H 4.554 2.819 1.411
H 4.359 5.277 1.067
H 2.108 6.321 0.990
H 0.098 4.956 1.287
H -3.039 2.982 2.488
H -4.740 4.222 1.205
H -4.294 4.883 -1.137
H -2.152 4.282 -2.203
H -0.420 3.056 -0.905
H -1.333 4.534 3.216
H -1.497 5.046 5.605
H -0.768 3.394 7.296
H 0.140 1.215 6.578
H 0.328 0.707 4.140
C -3.906 -0.057 -1.691
C -2.613 0.176 -0.881
N -2.654 -0.559 0.404
C -2.846 -1.997 0.130
C -4.191 -2.230 -0.600
N -4.821 -0.897 -0.862
C -5.111 -0.202 0.432
C -3.779 -0.059 1.210
H -3.709 -0.583 -2.624
H -4.403 0.883 -1.923
H -2.487 1.232 -0.667
H -1.740 -0.165 -1.429
H -2.843 -2.536 1.074
H -2.004 -2.345 -0.467
H -4.879 -2.820 0.004
H -4.048 -2.744 -1.549
H -5.697 -1.037 -1.366
H -5.841 -0.789 0.986
H -5.553 0.768 0.209
H -3.824 -0.622 2.141
H -3.598 0.983 1.454
C -0.436 -4.944 2.812
C -0.202 -3.760 1.869
P -0.157 -2.145 2.729
C -1.692 -2.195 3.742
C -2.127 -0.847 4.315
C 1.210 -2.421 3.926
C 1.985 -1.222 4.463
H -0.387 -5.864 2.232
H -1.416 -4.907 3.288
H 0.325 -5.005 3.588
H -0.963 -3.734 1.088
H 0.756 -3.872 1.362
H -1.527 -2.902 4.556
H -2.479 -2.605 3.105
H -1.411 -0.485 5.049
H -3.090 -0.944 4.817
H -2.208 -0.095 3.528
H 1.905 -3.095 3.420
H 0.753 -2.959 4.758
H 2.359 -0.591 3.663
H 2.846 -1.586 5.021
H 1.384 -0.630 5.152
C 4.631 -1.327 -0.867
C 3.468 -2.297 -0.989
C 3.037 -2.779 0.392
C 3.841 -3.481 -1.870
O 2.374 -1.552 -1.651
P 0.823 -1.998 -1.650
O 0.588 -3.417 -1.344
O 0.011 -1.000 -0.782
O 0.479 -1.507 -3.131
C -0.246 -2.277 -4.142
C 0.677 -3.326 -4.744
C -0.665 -1.248 -5.180
C -1.477 -2.945 -3.533
H 5.485 -1.839 -0.426
H 4.360 -0.491 -0.222
H 4.929 -0.944 -1.843
H 3.905 -3.122 0.953
H 2.332 -3.600 0.283
H 2.561 -1.959 0.934
H 4.649 -4.042 -1.401
H 4.174 -3.157 -2.857
H 2.980 -4.141 -1.984
H 1.530 -2.852 -5.229
H 0.143 -3.914 -5.490
H 1.036 -3.995 -3.962
H 0.212 -0.746 -5.592
H -1.312 -0.493 -4.727
H -1.197 -1.732 -5.998
H -1.173 -3.716 -2.828
H -2.083 -3.396 -4.318
H -2.076 -2.196 -3.002
C 1.630 3.906 -3.674
N 2.171 2.738 -4.353
C 2.482 2.691 -5.696
C 2.990 1.467 -5.942
N 2.986 0.776 -4.749
C 3.530 -0.565 -4.561
C 2.473 1.557 -3.789
Se 2.196 1.109 -1.969
H 2.066 4.802 -4.107
H 1.873 3.865 -2.614
H 0.548 3.948 -3.798
H 2.318 3.524 -6.357
H 3.359 1.040 -6.858
H 3.643 -1.041 -5.531
H 2.861 -1.151 -3.937
H 4.509 -0.500 -4.089

Mulliken atomic charge list, values in e, 4 entries: 2.27, -0.65, -0.43, 0.26


Record 2
Density functional theory data (wB97M-V/def2-TZVPD) for one molecule with the formula C16H10ClN3S at a distorted geometry.

## Properties
Structure (SMILES)   Nc1ncnc(C#Cc2cccs2)c1-c1ccc(Cl)cc1
E_HOMO   -0.310 hartree
Calculated total energy   -44579.684 eV
Energy above the lowest of the compared OMol25 structures with the same formula, charge and spin   0.052 eV
Spin multiplicity   1
Total charge   0
Gap between HOMO and LUMO   8.29 eV

Cartesian coordinates (Å):
N -0.012 2.114 3.511
C 0.473 2.385 2.257
N 1.022 3.498 2.028
C 1.530 3.766 0.852
N 1.460 2.891 -0.176
C 0.831 1.754 0.033
C 0.808 0.920 -1.140
C 0.746 0.263 -2.216
C 0.624 -0.460 -3.398
C -0.290 -1.409 -3.602
C -0.008 -2.221 -4.837
C 1.008 -1.722 -5.639
S 1.727 -0.374 -4.807
C 0.281 1.388 1.264
C -0.268 0.029 1.566
C 0.281 -0.775 2.534
C -0.293 -1.989 2.960
C -1.520 -2.290 2.292
Cl -2.444 -3.739 2.687
C -2.050 -1.494 1.233
C -1.470 -0.335 0.961
H 0.169 2.823 4.227
H -0.887 1.626 3.598
H 2.069 4.700 0.706
H -1.061 -1.738 -2.921
H -0.507 -3.147 -4.978
H 1.364 -2.081 -6.561
H 1.222 -0.327 2.841
H 0.116 -2.488 3.719
H -3.004 -1.912 0.745
H -1.919 0.340 0.262

natural (NBO) atomic charge list, values in e, 4 entries: -0.81, 0.43, -0.51, 0.28


Record 3
Density functional theory data (wB97M-V/def2-TZVPD) for one molecule with the formula C6H5NO3 at a distorted geometry.

## Properties
Structure (SMILES)   O=[N+]([O-])/C=C\c1ccco1
E_HOMO   -0.333 hartree
Calculated total energy   -13927.023 eV
Energy above the lowest of the compared OMol25 structures with the same formula, charge and spin   8.993 eV
Spin multiplicity   1
Total charge   0
Gap between HOMO and LUMO   7.83 eV

Cartesian coordinates (Å):
O -1.123 -3.268 -1.003
N -0.533 -2.093 -0.625
O -0.999 -0.978 -0.909
C 0.788 -1.844 0.126
C 1.175 -0.560 0.089
C 0.624 0.786 -0.099
C 1.260 2.046 0.143
C 0.399 3.033 0.665
C -0.777 2.280 1.115
O -0.638 1.042 0.535
H 1.659 -2.662 0.189
H 2.250 -0.380 0.846
H 2.360 2.209 -0.102
H 0.649 4.044 1.098
H -1.925 2.631 1.133

natural (NBO) atomic charge list, values in e, 4 entries: -0.40, 0.46, -0.32, -0.14


Record 4
Density functional theory data (wB97M-V/def2-TZVPD) for a 3-piece molecular cluster, C3H14NO2 overall at a distorted geometry.

## Properties
E_HOMO   -0.562 hartree
Calculated total energy   -8916.197 eV
Energy above the lowest of the compared OMol25 structures with the same formula, charge and spin   1.589 eV
Spin multiplicity   1
Total charge   +1
Gap between HOMO and LUMO   12.45 eV

Cartesian coordinates (Å):
C 0.614 -1.539 0.977
C 0.989 -0.257 0.340
N -0.268 0.562 -0.049
C 0.016 1.804 -0.757
H -0.336 -1.201 1.349
H 1.263 -1.900 1.787
H 0.281 -2.300 0.207
H 1.617 -0.457 -0.557
H 1.346 0.485 1.039
H -0.893 0.086 -0.723
H -0.717 0.866 0.737
H 0.747 1.626 -1.557
H -0.981 2.043 -1.058
H 0.293 2.508 0.030
H -2.225 0.438 2.757
H -2.785 1.712 2.342
O -2.195 0.997 2.007
H 1.097 -2.575 -2.957
H 1.202 -1.152 -3.320
O 0.934 -1.745 -2.593

natural (NBO) atomic charge list, values in e, 4 entries: -0.64, -0.20, -0.49, -0.41


Record 5
Density functional theory data (wB97M-V/def2-TZVPD) for a 2-piece molecular cluster, HNO2S2 overall at a distorted geometry.

## Properties
E_HOMO (spin up / spin down)   -0.301 / -0.301 hartree
Calculated total energy   -27269.051 eV
Energy above the lowest of the compared OMol25 structures with the same formula, charge and spin   0.265 eV
Spin multiplicity   1
Total charge   0
Gap between HOMO and LUMO (spin up / spin down)   6.70 / 6.71 eV

Cartesian coordinates (Å):
N -0.922 -1.476 -0.344
O 1.446 0.108 0.371
O 0.321 2.191 0.615
S -2.344 -0.968 -0.649
S 1.513 1.430 0.905
H -0.014 -1.285 -0.899

natural (NBO) atomic charge list, values in e, 4 entries: -0.79, -0.84, -0.82, 0.40


Record 6
Density functional theory data (wB97M-V/def2-TZVPD) for one molecule with the formula C3H7NO at a distorted geometry.

## Properties
Structure (SMILES)   CCC(N)=O
E_HOMO   -0.353 hartree
Calculated total energy   -6762.319 eV
Energy above the lowest of the compared OMol25 structures with the same formula, charge and spin   0.431 eV
Spin multiplicity   1
Total charge   0
Gap between HOMO and LUMO   10.52 eV

Cartesian coordinates (Å):
C -0.472 1.118 0.824
C -0.644 -0.381 0.543
C -0.021 -0.731 -0.837
N 1.357 -0.656 -0.883
O -0.657 -0.962 -1.846
H 0.471 1.461 1.244
H -0.623 1.639 -0.124
H -1.299 1.431 1.454
H -1.705 -0.506 0.352
H -0.177 -1.189 1.109
H 1.925 -0.429 -0.105
H 1.845 -0.796 -1.729

natural (NBO) atomic charge list, values in e, 4 entries: -0.61, -0.51, 0.69, -0.84